1.
C12H14N2 | wB97M-V/def2-TZVPD

charge	+2
maximum force	0.090	hartree/bohr
energy relative to the best compared isomer or geometry (same formula, charge and spin)	163.93	kcal/mol
frontier orbital gap	7.7	eV
LUMO level	-8.99	eV

Cartesian coordinates (Å):
C -3.4062 -0.2425 1.1445
C -3.4097 -1.4112 0.2866
C -2.6738 0.8533 0.8703
C -2.4454 -1.5229 -0.7056
C -0.8929 2.0649 -0.5545
C 0.4300 2.0341 -0.3579
C 2.3761 0.9751 0.4516
C 0.6019 -0.3568 0.0690
C 3.2102 -0.1416 0.6804
C 2.7922 -1.2437 -0.3269
C -1.9471 0.9682 -0.4533
C -1.7743 -0.3720 -1.0959
N 1.3633 -1.4050 -0.0853
N 1.1702 0.8505 -0.1348
H -3.9997 -0.2522 2.0311
H -3.9469 -2.1692 0.6933
H -2.5166 1.7034 1.5580
H -2.3170 -2.4238 -1.2655
H -1.4313 2.9287 -0.6759
H 0.9496 2.9034 -0.4632
H 2.6903 2.0060 0.8425
H 4.3532 -0.0927 0.6013
H 3.1687 -0.6149 1.6487
H 2.8099 -0.9014 -1.2994
H 3.4822 -2.0466 -0.1991
H -2.8155 1.3820 -1.2061
H -1.0203 -0.2606 -1.9558
H 1.1281 -2.3755 -0.0244

These are the Löwdin partial charges, in e, on atoms 1 to 6: 0.00, 0.09, 0.05, -0.02, 0.03, 0.00

2.
C29H33N8OTa | wB97M-V/def2-TZVPD

charge	+4
maximum force	0.014	hartree/bohr
energy relative to the best compared isomer or geometry (same formula, charge and spin)	0.00	kcal/mol
frontier orbital gap	6.2	eV
LUMO level	-13.02	eV

Cartesian coordinates (Å):
Ta -0.6872 0.2794 -0.5423
C 2.6439 -5.1681 1.6426
C 2.2136 -3.7884 1.2743
C 2.2626 -2.7438 2.2113
C 1.8540 -1.4719 1.8835
C 1.4044 -1.1727 0.5912
N 1.0587 0.1700 0.2547
C 1.9912 1.2074 0.5070
C 3.3540 1.0285 0.2692
C 4.2437 2.0555 0.5039
C 3.8105 3.3021 0.9762
C 4.7866 4.4060 1.2142
C 2.4468 3.4755 1.2080
C 1.5427 2.4414 0.9910
N 0.1676 2.6406 1.3234
C -0.3292 3.4960 2.2264
C -1.7110 3.5293 2.0910
C -1.9908 2.6455 1.0721
N -0.8499 2.0868 0.5960
C 1.3463 -2.2125 -0.3548
C 1.7313 -3.4995 -0.0024
N 0.9458 -1.9776 -1.7072
C 1.3930 -2.5823 -2.8142
C 0.6038 -2.1727 -3.8838
C -0.3028 -1.2853 -3.3452
N -0.1126 -1.1666 -2.0073
H 3.4283 -5.1458 2.3970
H 3.0024 -5.7220 0.7770
H 1.8029 -5.7234 2.0663
H 2.6406 -2.9409 3.2064
H 1.9280 -0.6706 2.6092
H 3.7105 0.0697 -0.0871
H 5.2982 1.8975 0.3167
H 5.5604 4.0824 1.9123
H 4.3075 5.2944 1.6187
H 5.2914 4.6767 0.2852
H 2.0922 4.4366 1.5578
H 0.3149 4.0330 2.9041
H -2.4037 4.1217 2.6645
H -2.9486 2.3758 0.6543
H 1.6610 -4.2965 -0.7322
H 2.2255 -3.2676 -2.7841
H 0.6934 -2.4870 -4.9100
H -1.0923 -0.7389 -3.8379
C -3.8197 -2.7479 -0.2843
N -3.4525 -2.3736 1.0859
C -4.1457 -3.1429 2.1388
C -2.5501 -1.4958 1.3676
C -2.1241 -1.1805 2.7600
O -1.9424 -0.8390 0.3853
H -3.6989 -3.8256 -0.3886
H -3.1915 -2.2395 -1.0068
H -4.8674 -2.4992 -0.4488
H -5.0986 -3.4751 1.7364
H -4.3261 -2.5297 3.0154
H -3.5496 -4.0146 2.4084
H -2.9761 -0.9898 3.4116
H -1.4738 -0.3089 2.7608
H -1.5791 -2.0306 3.1799
N 0.3478 1.7169 -2.0504
C -0.9200 2.0949 -2.6377
C -1.1627 2.9794 -3.6549
C -2.4969 3.1593 -4.0290
C -3.5053 2.4586 -3.3761
C -3.1723 1.5893 -2.3556
N -1.8876 1.4099 -1.9924
H 0.9825 1.2874 -2.7241
H 0.8461 2.5110 -1.6436
H -0.3590 3.5109 -4.1481
H -2.7444 3.8446 -4.8305
H -4.5408 2.5895 -3.6591
H -3.9214 1.0228 -1.8172

These are the Löwdin partial charges, in e, on atoms 1 to 6: 1.91, 0.00, -0.20, 0.03, 0.02, -0.24

3.
C7H21O2Si2 | wB97M-V/def2-TZVPD

charge	-1
maximum force	0.068	hartree/bohr
frontier orbital gap	5.2	eV
LUMO level	2.74	eV

Cartesian coordinates (Å):
C 1.4700 1.8618 2.1480
C 0.6936 0.4202 2.0388
C -0.7933 0.4836 1.3466
C -0.8074 -0.6029 0.1171
Si -2.2308 -0.0767 2.5596
O -2.5703 1.3507 3.5662
Si -3.7662 2.2619 2.6563
H 1.5939 2.2292 3.2726
H 0.9389 2.7376 1.5663
H 2.5840 1.7880 1.7297
H 0.5659 -0.0012 3.1261
H 1.3631 -0.2950 1.3971
H -0.9881 1.5818 0.9914
H -1.8270 -0.5351 -0.4769
H 0.1327 -0.4317 -0.5589
H -0.7877 -1.6800 0.6263
H -1.7515 -1.1438 3.4724
H -3.4352 -0.4968 1.8164
H -5.0005 2.2786 3.4452
H -4.1328 1.6381 1.3630
H -3.2456 3.6185 2.4399
C 2.8049 -1.1408 -2.6116
C 1.6496 -1.9896 -3.1675
C 1.4465 -1.6593 -4.6556
O 0.5481 -1.6480 -2.5220
H 2.6163 -0.0629 -2.7022
H 2.9919 -1.3610 -1.5528
H 3.7317 -1.3554 -3.1572
H 2.0003 -3.0309 -3.1365
H 1.2071 -0.6007 -4.8223
H 0.6386 -2.2592 -5.0934
H 2.3593 -1.8792 -5.2221

These are the Löwdin partial charges, in e, on atoms 1 to 6: -0.15, -0.26, -0.46, -0.16, 0.53, -0.53

Number 1 is which compound? C12H14N2